No. 1
The following is a quantum chemistry calculation of 2 unconnected molecules or ions with the total composition C6H12OS2, from the OMol25 dataset.

structure (SMILES): C1CSCS1.CC(C)=O
ΔE to the lowest compared entry with this formula, charge and spin: 26.1 kJ/mol
spin multiplicity: 1
HOMO: -8.719 eV
HOMO-LUMO gap: 0.345 hartree

Structure (XYZ):
```
21
Properties=species:S:1:pos:R:3:forces:R:3:nbo_charge:R:1
C -2.321251 -0.756770 -1.040094 -0.225 0.289 -0.629 -0.54
S -2.350831 0.027850 0.601556 0.020 -0.145 0.005 0.18
C 2.224647 1.250830 -0.468564 -0.097 -0.450 -0.641 0.59
H 3.557758 1.140630 1.224226 -0.385 -0.067 -0.069 0.23
C -1.697471 -2.135279 -0.902864 0.436 -0.261 -0.430 -0.55
H -1.736441 -0.106490 -1.718753 -0.186 -0.337 0.374 0.24
C 2.622447 0.674860 0.870866 0.117 -0.479 0.214 -0.72
H -1.212201 -1.559019 2.055965 -0.475 0.018 -0.341 0.21
C 1.967507 2.739689 -0.503824 -0.141 0.371 -0.356 -0.72
H 2.871297 3.291689 -0.195474 -0.344 -0.200 0.017 0.23
H 1.691107 3.058529 -1.522924 0.136 -0.225 0.444 0.24
S -2.486751 -2.937759 0.508206 0.066 0.134 0.034 0.23
O 2.117257 0.553850 -1.464304 0.061 0.553 0.816 -0.55
H -1.872941 -2.761989 -1.798343 0.018 0.331 0.437 0.24
H 1.832477 0.861470 1.617685 0.308 0.056 -0.241 0.23
H -0.603412 -2.068619 -0.747834 -0.519 0.018 -0.028 0.22
C -2.208991 -1.512549 1.576685 0.086 -0.017 0.780 -0.69
H 2.780197 -0.413820 0.790156 -0.085 0.502 -0.045 0.24
H -2.969761 -1.520149 2.380805 0.342 0.015 -0.499 0.24
H 1.144308 3.001369 0.182096 0.360 -0.093 -0.138 0.23
H -3.348961 -0.828330 -1.445264 0.505 -0.012 0.295 0.22
```
Positions in Å, forces in eV/Å.

***

No. 2
The following is a quantum chemistry calculation of a molecular structure, C18H20N4O4, from the OMol25 dataset.

ΔE to the lowest compared entry with this formula, charge and spin: 1870.6 kJ/mol
spin multiplicity: 1
HOMO: -7.286 eV
HOMO-LUMO gap: 0.288 hartree

Structure (XYZ):
```
46
Properties=species:S:1:pos:R:3:forces:R:3:nbo_charge:R:1
C -2.682366 -0.577209 -0.889041 -0.622 -1.569 -0.564 -0.07
H 2.432319 3.860157 -0.283675 -0.280 -1.565 -1.404 0.25
C 5.710956 -2.104428 0.365827 10.682 -2.764 1.421 -0.25
H 6.253989 0.232631 -0.545744 11.104 -1.332 -8.205 0.16
C 5.477152 0.343687 -0.152255 -15.704 -2.588 2.294 -0.17
H 5.883429 -4.271838 1.040211 -1.012 3.377 -0.763 0.20
H -5.805989 2.312899 1.428185 -3.905 1.186 -2.562 0.17
H -1.731967 2.409393 0.937432 0.858 -2.633 -2.661 0.22
C -4.807197 -1.104986 -0.349923 5.873 3.521 -1.421 0.39
N 4.363546 1.250105 -0.577142 -0.522 -1.838 -6.593 -0.66
C 4.868863 -1.228220 0.204101 -5.146 14.969 -3.427 -0.05
C -4.968065 0.071790 0.414948 2.841 0.359 -0.941 -0.39
C 3.792052 2.348927 0.063006 2.305 -3.043 -5.290 0.71
O 4.266993 2.745188 1.056471 -0.370 2.022 3.107 -0.57
N 2.937183 -2.548815 0.721268 3.019 2.301 -1.165 -0.38
C -5.968314 -2.978509 -1.068513 -2.857 8.724 -5.608 -0.22
C 1.837991 2.080984 -1.301363 -9.717 -1.571 4.711 0.68
N -0.427690 1.141483 -0.643970 -4.493 3.191 4.115 -0.23
H -5.792076 0.163946 1.043895 -1.464 0.113 0.526 0.23
H -5.358841 -3.638350 -0.922434 7.692 -6.806 2.776 0.16
C -3.682087 -1.516849 -1.205848 -0.675 10.083 7.795 -0.32
H -5.200848 1.491709 2.759528 -0.174 1.266 -0.177 0.15
C -5.063113 2.404537 2.076427 4.109 -0.706 5.846 -0.23
H -1.818661 -0.719598 -1.462917 1.686 0.274 -0.224 0.22
C 5.254420 -3.211867 0.786040 -0.346 -11.690 3.013 -0.19
C -2.747160 0.503822 0.052083 7.729 0.004 -4.505 -0.26
H 6.840024 -1.866841 0.466213 -1.861 -0.482 -0.733 0.22
H 3.144432 3.474005 -1.721322 3.034 2.238 -4.438 0.26
H -4.691844 3.303921 2.764784 -2.275 -1.402 -1.532 0.21
C -3.852725 0.919582 0.502612 -6.900 3.091 5.787 0.37
H -5.733401 -2.738242 -2.213871 -0.966 -0.376 2.010 0.16
H 5.758059 0.827691 0.601802 2.033 3.148 7.534 0.20
H 3.388549 -4.502261 1.149818 1.286 0.835 0.154 0.22
C -1.584964 1.469443 0.119161 3.592 -0.924 -1.148 0.03
H 3.938763 1.043814 -1.821113 1.465 0.761 5.391 0.42
H 2.794649 -0.370979 0.101559 0.726 -0.553 0.018 0.25
H -6.849016 -3.481231 -1.019498 -3.276 -0.198 0.624 0.20
C 3.900622 -3.524675 0.953048 -3.637 3.106 -1.273 -0.03
H -3.690586 -2.338408 -1.675156 0.497 -5.701 -3.817 0.20
C 3.535022 -1.165402 0.249189 -3.178 -6.899 2.623 0.00
O 1.892642 1.122698 -1.913629 1.829 -5.311 -5.594 -0.53
H 0.580719 2.832887 0.291346 -0.991 -1.366 -1.017 0.36
O -3.873959 2.204612 1.433626 2.235 -3.714 -4.234 -0.55
C 2.770379 2.973090 -0.980689 1.693 4.895 9.344 -0.61
N 0.540769 2.091688 -0.464125 3.259 2.534 -0.127 -0.51
O -5.832648 -1.735963 -0.370331 -9.177 -6.967 0.336 -0.45
```
Positions in Å, forces in eV/Å.

***

No. 3
The following is a quantum chemistry calculation of CH3Cl2PS in the gas phase, from the OMol25 dataset.

structure (SMILES): CP(=S)(Cl)Cl
ΔE to the lowest compared entry with this formula, charge and spin: 11.1 kJ/mol
spin multiplicity: 1
HOMO: -9.393 eV
HOMO-LUMO gap: 0.343 hartree

Structure (XYZ):
```
8
Properties=species:S:1:pos:R:3:forces:R:3:nbo_charge:R:1
P -2.090736 0.139809 -0.009237 0.225 1.104 -0.677 1.14
H 0.447614 0.627650 -0.585872 -1.842 -0.939 1.183 0.28
H -0.256885 1.062554 1.023519 -0.109 -0.479 -0.456 0.28
S -2.717377 1.963370 -0.060951 -0.572 -0.748 -0.005 -0.46
H 0.033031 -0.678694 0.759466 0.098 0.882 -0.863 0.25
Cl -2.740574 -1.045917 -1.609758 0.730 0.585 0.902 -0.23
C -0.290606 0.269622 0.244851 1.678 -0.619 0.089 -1.01
Cl -2.547684 -1.096316 1.551689 -0.208 0.216 -0.172 -0.24
```
Positions in Å, forces in eV/Å.

***

No. 4
The following is a quantum chemistry calculation of a molecular structure, C3H8IP, from the OMol25 dataset.

ΔE to the lowest compared entry with this formula, charge and spin: 291.2 kJ/mol
spin multiplicity: 1
HOMO: -8.931 eV
HOMO-LUMO gap: 0.344 hartree

Structure (XYZ):
```
13
Properties=species:S:1:pos:R:3:forces:R:3:nbo_charge:R:1
H 1.486114 -0.700735 0.901513 0.417 0.117 -1.459 0.23
H -1.220642 -2.282004 -0.354650 -0.285 4.298 1.272 0.24
C 1.541974 -0.614408 -0.234356 1.635 -0.763 -0.192 -0.99
H -1.134083 2.037007 -0.557314 2.724 0.176 1.607 0.25
H -0.888904 -1.268564 1.271497 -0.536 1.363 -2.201 0.24
H 1.535599 -1.654236 -0.720276 0.544 1.249 0.959 0.24
H 0.830535 2.250669 -0.203140 -0.870 0.131 -0.106 0.24
H 2.501034 -0.020357 -0.612709 -2.067 -1.330 0.924 0.25
I -3.087097 -0.042321 0.181607 -0.636 -0.132 0.023 0.17
P 0.017116 0.075149 -0.914973 -0.800 -0.468 0.647 0.84
C -0.100960 1.679924 -0.035588 -2.428 -0.474 0.603 -0.98
H -0.270181 1.472440 1.103537 0.286 0.699 -2.008 0.23
C -1.210509 -0.932565 0.174847 2.017 -4.869 -0.069 -0.97
```
Positions in Å, forces in eV/Å.

***

No. 5
The following is a quantum chemistry calculation of a molecular structure, C6H10N2, from the OMol25 dataset.

ΔE to the lowest compared entry with this formula, charge and spin: 1419.3 kJ/mol
spin multiplicity: 1
HOMO: -8.611 eV
HOMO-LUMO gap: 0.324 hartree

Structure (XYZ):
```
18
Properties=species:S:1:pos:R:3:forces:R:3:nbo_charge:R:1
N -1.061305 -0.717280 0.339577 -1.351 4.519 2.509 -0.28
H 0.850945 0.060252 0.620259 -0.166 0.983 -1.441 0.21
C -0.114573 0.950438 -1.283847 -2.218 3.855 0.754 -0.23
H -0.517341 -1.982589 -0.850959 -1.221 -3.636 -4.861 0.21
N -1.410494 -0.334558 1.773298 1.669 -8.899 0.365 -0.20
H 0.273365 2.934512 -2.340566 2.360 -3.323 2.386 0.24
C -0.160034 -1.658379 -0.014554 4.135 2.698 2.089 -0.21
C -1.335476 -1.610735 2.428607 1.228 2.869 -1.113 -0.17
H 3.109453 0.269899 -1.942060 -2.371 4.124 1.619 0.26
H -1.519456 -1.634799 3.533662 -0.174 0.310 -1.211 0.19
H -1.462766 1.461368 -1.224211 4.374 -2.068 -0.498 0.23
C 0.801750 1.902686 -1.643110 -0.013 0.408 -2.760 -0.23
C 2.452808 1.599340 -1.434367 0.629 0.922 1.544 -0.73
H 3.407157 2.758512 -1.958242 -3.084 -3.586 1.714 0.25
C 0.181184 -0.062413 -0.274180 -1.992 -2.844 3.353 -0.18
H 2.372697 1.626843 0.049275 1.036 -0.208 -4.666 0.23
H 0.652760 -2.093068 0.604166 -0.971 -0.070 -0.374 0.21
H -0.818179 -2.763677 2.047256 -1.871 3.945 0.590 0.19
```
Positions in Å, forces in eV/Å.

***

No. 6
The following is a quantum chemistry calculation of a molecular structure, C2O3Rb, from the OMol25 dataset.

total charge: +1
spin multiplicity: 1
HOMO (alpha / beta): -14.375 / -14.389 eV
HOMO-LUMO gap (alpha / beta): 0.318 / 0.318 hartree

Structure (XYZ):
```
6
Properties=species:S:1:pos:R:3:forces:R:3:nbo_charge:R:1
O 0.480665 -2.911487 0.671009 -0.517 1.868 0.730 -0.16
O -0.617511 -2.234780 -0.329110 0.195 1.523 1.407 -0.29
O 0.338700 3.353182 0.504057 0.060 0.149 0.133 -0.58
C 0.707737 4.139310 1.230109 -0.097 -0.216 -0.197 0.58
C -0.003042 -3.382151 -0.383329 0.312 -3.326 -2.177 0.46
Rb -0.906549 1.035927 -1.692737 0.047 0.001 0.104 1.00
```
Positions in Å, forces in eV/Å.